# C4H7NO2

One molecule with the formula C4H7NO2 (the ωB97M-V functional and the def2-TZVPD basis, the Open Molecules 2025 dataset).

Values from the calculation:
Lowest unoccupied orbital energy (eV): 0.6472
Total charge: 0

XYZ file:
```
14
C4H7NO2 the ωB97M-V functional and the def2-TZVPD basis
C -0.01 1.05 -1.22
C 0.08 -0.21 -0.31
C 1.49 -0.77 -0.52
O 2.14 -0.51 -1.51
C -0.21 -0.25 1.21
N -1.51 -0.26 1.62
O 0.69 -0.42 2.03
H 0.69 1.84 -0.94
H 0.31 0.74 -2.23
H -1.01 1.46 -1.32
H -0.62 -0.94 -0.74
H 1.91 -1.40 0.28
H -2.29 -0.02 1.03
H -1.68 -0.30 2.62
```

Atom charges from the Mulliken analysis, given in e for atoms 1 to 8:
1 C -1.2032
2 C 0.3537
3 C -0.1113
4 O -0.4846
5 C 0.3711
6 N -0.3835
7 O -0.6132
8 H 0.3153